No. 1
Density functional theory data (the ωB97M-V functional and the def2-TZVPD basis) for C28H58F3N2O6Y as an isolated structure.

Structure (XYZ):
```
98
Properties=species:S:1:pos:R:3:forces:R:3:lowdin_charge:R:1
Y -15.02391 0.81723 -5.01153 -1.0 -2.0 2.5 1.78
C -14.62496 -0.16745 -0.64214 0.8 -1.1 0.2 -0.09
C -14.48595 1.20057 -1.30207 -0.4 -1.0 0.2 -0.56
C -13.24938 1.94152 -0.72205 -0.7 -0.2 -0.2 -0.05
O -14.59265 1.07565 -2.69549 -0.2 0.4 -2.8 -0.38
H -13.69663 -0.73134 -0.73348 0.4 0.1 0.4 0.07
H -15.32242 -0.89232 -1.06193 -0.6 0.6 -0.4 0.06
H -14.89700 -0.08206 0.40991 0.2 0.1 0.1 0.08
H -15.35531 1.67283 -0.84459 -0.3 1.0 -0.5 0.12
H -12.26093 1.56891 -0.99080 -0.1 -0.3 -0.4 0.07
H -13.33165 1.81229 0.35713 0.1 0.2 0.1 0.08
H -13.29494 3.00716 -0.94664 0.0 0.0 0.0 0.06
C -13.76287 4.47508 -4.71358 0.2 0.1 0.9 0.00
C -13.02065 3.53537 -5.68212 1.7 -0.5 -0.1 -0.43
C -11.68814 3.04459 -4.95079 -1.0 -0.4 -0.3 -0.01
O -13.90845 2.53958 -6.06594 0.9 1.3 0.6 -0.09
H -13.89655 3.85815 -3.82497 -0.9 0.4 0.2 0.08
H -14.60188 5.01657 -5.15054 -0.2 -0.5 0.2 0.10
H -13.00429 5.21779 -4.46652 0.0 0.0 0.0 0.10
H -12.78743 4.23347 -6.48608 0.0 -0.5 -0.7 0.15
H -11.92131 2.58395 -3.99082 -0.3 -0.3 0.0 0.07
H -10.96691 3.81603 -4.68095 -0.4 0.5 -0.5 0.09
H -11.14816 2.32156 -5.56214 -0.2 0.0 -0.1 0.07
C -17.29641 -1.78527 -6.16725 0.2 1.5 2.4 -0.33
O -17.08159 -2.35047 -4.86691 1.3 -0.4 -0.9 -0.14
O -16.40410 -0.66650 -6.16487 -0.4 -1.0 -0.5 -0.32
C -17.37142 -2.79433 -7.37526 -2.6 1.8 -0.5 -0.54
F -17.85832 -2.09657 -8.46513 -0.1 0.0 0.9 0.10
F -16.27985 -3.27879 -7.78747 2.9 -1.8 -0.3 0.22
F -18.30513 -3.81069 -7.18498 1.3 1.2 0.1 0.10
C -17.95782 -3.32502 -4.37061 -0.6 -0.5 0.5 -0.27
C -17.45202 -3.78419 -3.00406 -0.8 -0.5 -0.1 -0.06
H -17.14183 -2.95543 -2.36764 0.4 0.0 -0.2 0.07
H -18.28248 -4.24056 -2.46538 -0.2 0.0 0.0 0.08
H -16.73102 -4.59847 -3.07624 0.4 0.4 0.0 0.07
H -18.10394 -4.15435 -5.06268 0.4 -0.2 0.2 0.11
H -18.96328 -2.91763 -4.26487 -0.3 0.4 0.1 0.12
H -18.35208 -1.52062 -6.10719 -0.4 0.9 -0.4 0.13
C -10.97691 -1.25778 -6.73289 0.3 -1.2 0.4 -0.01
C -12.52366 -1.43430 -6.78288 0.9 0.9 -1.7 -0.48
C -12.84454 -2.78774 -7.46913 0.3 -0.1 1.0 -0.11
C -12.68106 -4.01286 -6.53722 -1.5 1.3 0.5 -0.13
C -13.49441 -3.76034 -5.21094 1.4 0.8 -0.9 -0.09
C -13.11082 -2.39333 -4.50698 -1.3 -2.5 0.1 -0.44
N -13.16171 -1.25846 -5.48309 -1.5 -1.0 1.1 -0.10
O -12.61693 -0.11807 -4.84892 -0.5 0.4 -0.3 -0.11
C -14.11271 -2.27776 -3.31227 0.9 2.2 0.0 -0.03
C -11.73571 -2.60370 -3.86718 0.0 -0.3 -0.3 -0.02
C -13.07713 -0.30325 -7.66577 0.3 0.7 -0.1 -0.02
H -10.48256 -1.47278 -7.68024 -0.5 0.2 -0.3 0.10
H -10.58277 -2.04806 -6.09397 0.2 0.1 0.2 0.07
H -10.54453 -0.31578 -6.39557 -0.5 0.2 0.1 0.08
H -13.83549 -2.73474 -7.92002 0.0 -0.1 0.1 0.11
H -12.08848 -2.89586 -8.24680 -0.3 0.1 -0.3 0.12
H -11.61255 -4.15355 -6.37411 -0.2 -0.5 0.1 0.10
H -13.16528 -4.83887 -7.05812 0.6 -0.3 0.1 0.11
H -13.23790 -4.50395 -4.45639 -0.1 -0.2 -0.1 0.12
H -14.56171 -3.83553 -5.41906 0.0 0.3 0.0 0.11
H -15.01287 -1.68722 -3.48276 -0.3 -0.4 -0.6 0.05
H -14.37637 -3.19168 -2.77997 0.2 -0.2 -0.5 0.10
H -13.58420 -1.62671 -2.61592 -0.1 -0.2 0.4 0.05
H -11.27813 -1.65146 -3.59892 0.4 -0.2 0.2 0.09
H -11.84723 -3.17424 -2.94515 -0.1 0.1 0.0 0.11
H -11.10062 -3.20634 -4.51648 0.3 0.3 0.1 0.08
H -14.11171 -0.07575 -7.40891 -0.3 -0.3 -0.3 0.05
H -13.01076 -0.46963 -8.74095 -0.2 -0.5 0.1 0.11
H -12.50591 0.61743 -7.54679 0.1 0.1 0.3 0.07
H -11.73458 -0.43035 -4.63553 0.6 0.8 0.5 0.07
C -19.47414 2.74707 -3.13798 0.7 1.4 -1.3 -0.02
C -18.94925 1.63859 -4.06715 -1.1 0.1 -0.3 -0.45
C -20.17229 0.99663 -4.86518 0.9 0.0 0.9 -0.12
C -20.61463 1.63112 -6.14053 0.2 0.8 -0.1 -0.19
C -19.43825 1.90587 -7.07467 -0.9 -0.5 1.3 -0.11
C -18.32015 2.69679 -6.30061 0.5 -1.5 -2.3 -0.51
N -17.88724 2.06587 -5.07053 -2.7 -3.5 -0.2 -0.13
O -16.83813 2.73283 -4.53897 1.5 0.7 0.9 -0.07
C -17.13606 2.65977 -7.31269 -0.9 1.1 0.2 -0.03
C -18.78552 4.08775 -6.18984 -0.5 2.6 0.6 -0.05
C -18.43284 0.57242 -3.12976 0.7 -0.2 -0.5 -0.03
H -20.32643 2.42694 -2.53863 0.2 0.1 0.0 0.10
H -19.71250 3.62953 -3.73174 -0.9 0.0 -0.1 0.07
H -18.67828 3.18783 -2.53763 0.1 -0.6 0.6 0.08
H -19.92934 -0.04247 -5.08733 0.0 -0.2 0.3 0.11
H -21.01137 1.06778 -4.17310 0.1 -0.5 0.2 0.12
H -21.08624 2.57685 -5.87356 -0.2 0.2 -0.3 0.11
H -21.38385 1.01713 -6.60895 0.0 0.0 -0.1 0.12
H -19.88921 2.45127 -7.90369 0.7 0.5 -0.1 0.13
H -19.08740 0.96237 -7.49279 0.4 0.0 0.2 0.12
H -17.61846 2.96633 -8.24081 0.3 -0.4 -0.3 0.09
H -16.44958 3.48481 -7.12251 0.6 -0.4 0.2 0.08
H -16.70515 1.66512 -7.42701 0.1 0.0 0.1 0.07
H -19.76008 4.24932 -5.72915 -0.6 -0.5 -0.9 0.09
H -18.30485 4.83314 -5.55623 1.3 -0.3 0.4 0.09
H -18.65152 4.55033 -7.16767 -0.8 0.1 0.0 0.11
H -19.23798 0.19974 -2.49656 0.0 -0.1 -0.1 0.10
H -17.66050 0.96837 -2.47036 0.2 0.0 0.0 0.08
H -18.02238 -0.22498 -3.74927 0.1 -0.4 0.3 0.07
H -17.18374 3.62283 -4.43868 0.6 1.0 0.5 0.10
```
Positions in Å, forces in eV/Å.

Charge: +1
Multiplicity: 2
HOMO level (alpha / beta): -11.210 / -11.202 eV
Expectation value of S²: 0.75
Kohn-Sham gap (alpha / beta): 9.3 / 4.4 eV

=====

No. 2
Density functional theory data (the ωB97M-V functional and the def2-TZVPD basis) for a 8-piece molecular cluster, C28H58NO15S6 overall.

Structure (XYZ):
```
108
Properties=species:S:1:pos:R:3:forces:R:3:lowdin_charge:R:1
N 12.85500 14.34300 9.01200 14.9 6.0 -0.7 0.43
H 12.14900 14.16500 8.64300 -15.6 -2.0 -7.9 -0.05
H 13.07500 15.29700 9.29800 0.2 0.0 -0.1 0.14
H 13.51800 13.81200 8.36400 -0.1 2.1 0.1 0.18
H 12.91300 13.71200 9.61700 0.5 -5.9 8.5 0.03
C 16.18000 12.25900 13.59400 5.1 1.5 1.1 0.00
C 16.31900 13.59100 12.84300 -0.8 3.1 2.8 -0.39
C 17.69700 14.09300 12.31400 -2.0 -5.5 2.0 -0.05
O 17.56900 13.79200 10.94500 1.9 -0.5 -1.0 0.09
C 16.36700 13.42400 10.55100 -1.0 -0.4 3.8 -0.48
O 16.08300 13.10300 9.45700 -1.0 0.0 -0.7 0.17
O 15.50800 13.39600 11.75900 0.6 -0.1 -5.4 0.00
H 16.51600 11.65700 12.73800 -0.8 -1.2 1.1 0.11
H 15.24200 12.27900 14.00600 -2.6 -1.0 0.2 0.02
H 16.87100 12.14500 14.57000 -1.1 0.3 -2.4 0.14
H 15.84600 14.52500 13.32900 0.8 -1.5 0.1 0.15
H 18.40900 13.58500 13.04400 0.1 0.3 -2.1 0.17
H 17.74300 15.06800 12.37100 0.5 5.0 0.6 0.07
C 15.95000 20.10600 10.59700 0.3 2.2 -5.9 -0.27
C 14.87900 20.44200 11.58300 2.9 -2.7 1.1 -0.24
C 14.04500 19.21400 11.70000 -2.4 -1.5 3.0 -0.22
S 15.19700 17.85600 11.37600 1.0 -0.8 1.5 0.69
O 14.67000 17.09300 10.25600 0.3 0.1 0.9 -0.34
O 15.66500 17.22300 12.60500 -0.9 -0.7 -0.2 -0.35
C 16.65300 18.79500 10.85200 -2.4 -1.2 -2.1 -0.19
H 16.62000 20.97300 10.20500 -0.7 -1.3 1.6 0.16
H 15.31300 20.06800 9.63600 1.2 -0.8 0.8 0.14
H 14.28600 21.15800 11.22700 -1.9 3.6 -0.9 0.08
H 15.51000 20.62400 12.43400 -1.0 0.6 1.4 0.13
H 13.24100 18.94000 11.02200 0.2 1.0 -1.0 0.10
H 13.35500 19.20600 12.70900 2.4 -0.5 -1.9 0.16
H 16.90900 18.08900 9.99000 0.2 1.8 0.6 0.11
H 17.39100 18.83500 11.59800 0.8 -0.2 1.1 0.09
C 12.90100 9.68900 5.17600 -2.3 -3.6 2.5 -0.19
C 11.38100 9.71300 4.99100 1.0 3.1 0.4 -0.16
C 10.93100 10.60000 6.13700 0.1 0.5 0.8 -0.21
S 11.90700 10.16600 7.59600 2.4 2.5 -4.8 0.62
O 11.22900 9.19000 8.27000 -3.1 -3.3 4.0 -0.26
O 12.44000 11.37400 8.16900 0.1 0.3 0.7 -0.31
C 13.14600 9.30500 6.65300 -3.9 -4.1 -2.4 -0.19
H 13.24100 10.58000 5.13000 2.5 6.3 -1.6 0.04
H 13.41700 8.98300 4.63500 1.1 -1.2 -1.8 0.10
H 10.87600 8.85000 4.90600 -1.2 -3.8 0.7 0.08
H 11.05800 10.11200 4.05200 0.3 1.1 -0.7 0.11
H 9.94600 10.82900 6.46900 -1.6 -1.7 0.3 0.10
H 11.03200 11.63300 5.94800 1.8 1.5 -0.8 0.06
H 12.68800 8.15800 6.36700 1.1 2.6 2.4 0.19
H 14.05600 9.17600 7.13700 1.8 0.3 0.4 0.08
C 13.14100 15.28900 15.00500 -3.6 -1.5 1.1 -0.23
C 12.58600 13.78400 15.12600 2.0 1.4 4.0 -0.20
C 12.46300 13.40800 13.69000 -3.3 -2.6 1.1 -0.29
S 11.85100 14.85600 12.92700 -3.4 -0.7 -5.0 0.71
O 10.38500 14.70000 12.76400 2.2 0.5 0.0 -0.34
O 12.68600 15.06000 11.68600 -1.5 0.0 2.6 -0.36
C 12.12900 16.02000 14.17200 -2.4 1.7 0.6 -0.26
H 14.03400 15.04100 14.58900 2.8 0.6 -1.8 0.06
H 13.25000 15.87300 15.85500 0.6 0.4 2.1 0.10
H 11.53300 13.82700 15.80900 3.1 -0.8 -2.1 0.19
H 13.58000 13.24200 15.62300 -3.2 0.8 -0.7 0.16
H 11.73400 12.48100 13.67900 1.0 2.1 -0.7 0.17
H 13.26300 13.17200 13.06100 2.0 -0.5 -0.1 0.05
H 10.97000 16.27500 14.66500 3.6 -1.1 -1.1 0.21
H 12.46500 16.97300 13.75000 0.1 -0.3 -0.1 0.09
C 6.21400 14.86700 7.55900 -4.3 1.6 2.0 -0.21
C 6.73100 16.24600 7.29100 -4.0 2.5 -1.2 -0.35
C 7.72300 16.73200 8.23800 0.7 4.4 0.6 -0.26
S 8.43500 15.22500 8.73000 -0.3 0.0 6.4 0.63
O 8.16500 15.01900 10.15300 -0.5 -0.1 -1.5 -0.30
O 9.81600 15.25100 8.44600 2.6 -0.5 -1.9 -0.30
C 7.48300 14.07300 7.82200 -4.2 0.2 5.0 -0.20
H 5.49100 14.72500 6.69300 1.4 -1.0 0.9 0.14
H 5.41200 15.11800 8.44500 2.2 -1.8 -1.4 0.18
H 5.84800 17.00100 7.17000 1.5 -1.4 0.1 0.16
H 7.08100 16.07400 6.34400 1.6 0.6 -2.7 0.06
H 7.14200 17.53900 9.03900 2.2 -3.0 -1.7 0.21
H 8.61900 17.32100 7.71800 -2.1 -1.1 1.2 0.14
H 7.38800 13.11700 8.37200 -0.1 0.8 0.4 0.14
H 7.91700 13.80400 7.01900 3.2 -1.4 -6.2 0.00
C 10.24600 14.12300 3.47200 2.8 -6.1 5.4 -0.14
C 9.59900 14.64600 4.83900 1.5 -2.3 1.7 -0.19
C 10.29100 15.94000 5.18400 1.4 -0.5 -3.4 -0.22
S 12.05400 15.55800 4.84600 -2.1 -2.7 -1.8 0.66
O 12.54100 14.73600 5.88800 0.4 -1.0 2.4 -0.31
O 12.80600 16.65500 4.43100 1.4 2.9 -0.9 -0.28
C 11.82200 14.29400 3.52500 -5.1 4.2 0.9 -0.15
H 9.89100 14.64700 2.77000 -2.7 4.0 -5.6 0.02
H 10.03000 12.95800 3.19900 0.2 2.8 1.0 0.17
H 10.01500 13.90000 5.73700 -1.8 1.6 -2.2 0.15
H 8.49300 14.80200 4.80200 0.9 -0.6 0.1 0.12
H 10.38500 16.29500 6.12200 -0.3 0.5 3.7 0.04
H 9.98200 16.80500 4.62000 0.0 0.2 -0.8 0.11
H 12.28200 13.49400 3.83400 2.4 -4.4 2.0 0.02
H 12.21400 14.56300 2.62300 0.9 1.2 -2.4 0.07
C 16.89000 14.85200 6.46600 -3.0 -0.3 2.2 -0.21
C 16.24900 15.34000 5.20100 -0.5 -0.3 -2.6 -0.22
C 15.85300 16.84500 5.46500 3.6 0.3 -2.3 -0.21
S 15.68200 16.87100 7.19700 1.2 4.4 3.6 0.65
O 14.38300 16.36800 7.56600 0.0 -0.3 -0.6 -0.31
O 16.13100 18.17400 7.75600 -1.3 -1.2 -1.2 -0.35
C 16.89900 15.79300 7.72200 -5.9 -5.0 0.1 -0.20
H 17.82600 14.60700 6.26400 4.2 -1.4 -0.6 0.07
H 16.37100 14.05200 6.91600 -0.5 -1.7 -0.4 0.09
H 15.44000 14.69300 4.85900 -0.8 0.3 0.9 0.09
H 16.91300 15.02500 4.26700 -0.6 1.8 1.9 0.15
H 14.88400 17.30400 5.14100 1.1 -0.6 -0.5 0.09
H 16.98400 17.42500 5.08300 -3.9 -1.0 1.5 0.22
H 16.70900 15.22900 8.75100 -0.2 1.3 -2.5 0.14
H 17.80800 16.03900 7.72400 6.9 3.7 0.5 0.03
```
Positions in Å, forces in eV/Å.

Charge: +1
Relative energy (zero: lowest compared OMol25 entry of this formula, charge and spin): 665.8 kJ/mol
HOMO level: -11.752 eV
Kohn-Sham gap: 10.2 eV

=====

The calculation returns the following F_max values, one per record and in order: 0.0856; 0.3414 hartree/bohr.